P) C3H14NO4 | ωB97M-V with the def2-TZVPD basis set

```
! RIJCOSX wB97M-V def2-TZVPD def2/J DEFGRID3
* xyz 0 2
C 0.661 -1.694 0.098
N -0.645 -1.202 -0.289
C -0.878 0.041 0.682
O -0.203 1.180 0.381
C 1.820 -1.454 -0.933
H 0.508 -2.781 0.360
H 1.022 -1.176 1.077
H -0.613 -0.656 -1.140
H -1.952 0.316 0.828
H -0.469 -0.250 1.681
H 1.757 -2.214 -1.667
H 1.761 -0.549 -1.376
H 2.837 -1.465 -0.478
H -3.165 -0.557 0.127
H -2.638 -1.685 -0.582
O -3.436 -1.226 -0.474
H -0.868 2.526 0.076
H 0.015 3.825 0.127
O -0.970 3.537 0.297
H 2.155 1.938 -0.308
H 1.178 1.494 0.840
O 2.122 2.051 0.671
*
```

Properties
E_HOMO (spin up / spin down) (eV): -10.8 / -10.5
Frontier orbital gap (spin up / spin down) (hartree): 0.4141 / 0.2260
LUMO energy (spin up / spin down) (hartree): 0.017 / -0.160


Q) C3H14NO4 | ωB97M-V with the def2-TZVPD basis set

```
! RIJCOSX wB97M-V def2-TZVPD def2/J DEFGRID3
* xyz 0 2
C -2.515 0.309 -0.546
C -1.103 -0.168 0.072
C 0.076 0.556 -0.677
O 1.425 0.237 -0.094
N -3.723 -0.083 0.264
H -2.432 1.284 -0.649
H -2.665 -0.107 -1.505
H -0.866 -1.270 -0.066
H -0.987 0.042 1.128
H 0.005 0.347 -1.762
H -0.083 1.682 -0.752
H -3.498 -1.060 0.372
H -4.021 0.336 1.186
H 1.336 0.073 2.994
H 1.539 0.815 1.726
O 1.442 0.964 2.730
H 1.627 -1.144 0.203
H 2.557 -2.447 -0.179
O 1.986 -2.177 0.524
H 2.651 0.702 -1.228
H 3.885 0.120 -1.926
O 3.364 0.991 -1.816
*
```

Properties
E_HOMO (spin up / spin down) (eV): -9.9 / -9.9
Frontier orbital gap (spin up / spin down) (hartree): 0.3839 / 0.2108
LUMO energy (spin up / spin down) (hartree): 0.019 / -0.152


Which of them is most stable? Easy: Q).


P) C3H8OS | ωB97M-V with the def2-TZVPD basis set

```
! RIJCOSX wB97M-V def2-TZVPD def2/J DEFGRID3
* xyz 0 1
C 1.003 -0.637 -0.594
C -0.381 -0.246 -0.698
C -0.802 0.582 0.341
H 2.221 -0.046 1.556
H 1.293 -1.485 0.243
H 1.243 -1.366 -1.339
H -0.999 -1.192 -0.793
H -0.660 0.317 -1.752
H -0.022 1.454 0.237
H -0.374 0.045 1.408
H -2.544 1.174 1.075
O -2.156 0.796 0.369
S 2.177 0.604 -0.052
*
```

Properties
E_HOMO (eV): -9.0
Frontier orbital gap (hartree): 0.3277
LUMO energy (hartree): -0.004


Q) C3H8OS | ωB97M-V with the def2-TZVPD basis set

```
! RIJCOSX wB97M-V def2-TZVPD def2/J DEFGRID3
* xyz 0 1
C -1.877 1.426 0.700
C -2.253 0.496 -0.185
O -2.147 0.460 -1.562
H -1.806 1.029 1.697
H -1.805 2.491 0.435
H -2.511 -0.470 0.257
H -1.249 0.108 -1.626
C 2.457 -1.311 0.206
S 1.303 0.010 0.154
H 3.297 -1.307 -0.466
H 1.901 -2.254 0.083
H 2.883 -1.350 1.207
H 1.807 0.670 -0.900
*
```

Properties
SMILES: C=CO.CS
E_HOMO (eV): -9.2
Frontier orbital gap (hartree): 0.3660
LUMO energy (hartree): 0.028


Which of them is most stable? Easy: Q).


P) C3H8OS | ωB97M-V with the def2-TZVPD basis set

```
! RIJCOSX wB97M-V def2-TZVPD def2/J DEFGRID3
* xyz 0 1
C 0.223 -0.665 0.824
C 2.293 0.854 1.249
C -1.640 -1.069 -1.279
O 0.484 0.753 -1.435
S -0.527 0.262 -0.499
H -0.396 -0.455 1.693
H 2.921 0.398 0.620
H 1.558 1.716 1.053
H 2.532 0.916 2.256
H -1.932 -1.078 -2.331
H -1.330 -2.127 -0.951
H -2.549 -0.879 -0.663
H -1.637 1.374 -0.537
*
```

Properties
E_HOMO (spin up / spin down) (eV): -8.4 / -8.2
Frontier orbital gap (spin up / spin down) (hartree): 0.3051 / 0.2905
LUMO energy (spin up / spin down) (hartree): -0.004 / -0.009


Q) C3H8OS | ωB97M-V with the def2-TZVPD basis set

```
! RIJCOSX wB97M-V def2-TZVPD def2/J DEFGRID3
* xyz 0 1
O 0.886 -1.482 -0.742
C 0.138 -1.235 0.353
C -0.805 -0.097 -0.195
C -0.090 1.232 -0.438
S -0.030 2.344 1.076
H 1.178 -2.345 -0.624
H -0.477 -2.069 0.676
H 0.655 -0.847 1.216
H -1.309 -0.476 -1.200
H -1.572 0.098 0.536
H 0.843 0.944 -0.859
H -0.666 1.829 -1.124
H 1.248 2.104 1.325
*
```

Properties
SMILES: OCCCS
E_HOMO (eV): -9.0
Frontier orbital gap (hartree): 0.3627
LUMO energy (hartree): 0.031


Which of them is most stable? Easy: Q).


P) C3H9N2O | ωB97M-V with the def2-TZVPD basis set

```
! RIJCOSX wB97M-V def2-TZVPD def2/J DEFGRID3
* xyz 1 1
C 2.426 -0.170 -0.494
N 1.005 -0.452 -0.631
C 0.063 -0.158 0.251
N 0.012 0.496 1.415
O -1.350 -0.715 -0.433
C -2.542 -0.027 -0.190
H 3.045 -0.990 -1.052
H 2.750 0.771 -1.066
H 2.538 -0.041 0.585
H 0.681 -0.618 -1.583
H 0.785 0.989 1.840
H -0.845 0.601 1.925
H -3.038 0.172 -1.100
H -2.243 0.837 0.280
H -3.287 -0.697 0.255
*
```

Properties
SMILES: CNC(=[NH2+])OC
E_HOMO (eV): -14.9
Frontier orbital gap (hartree): 0.4136
LUMO energy (hartree): -0.133


Q) C3H9N2O | ωB97M-V with the def2-TZVPD basis set

```
! RIJCOSX wB97M-V def2-TZVPD def2/J DEFGRID3
* xyz 1 1
N 0.524 -0.845 -0.336
C 0.638 -0.914 -1.635
N 1.246 -1.873 -2.284
H 0.808 -1.618 0.250
H -0.186 -0.199 0.039
H 0.126 -0.145 -2.205
H 1.371 -1.821 -3.283
H 1.788 -2.586 -1.816
O -1.480 1.116 -0.114
C -1.358 1.707 0.945
C -0.531 1.203 2.114
H -1.935 2.623 1.134
H 0.473 0.967 1.764
H -1.038 0.366 2.597
H -0.446 2.020 2.828
*
```

Properties
E_HOMO (eV): -14.1
Frontier orbital gap (hartree): 0.3914
LUMO energy (hartree): -0.126


R) C3H9N2O | ωB97M-V with the def2-TZVPD basis set

```
! RIJCOSX wB97M-V def2-TZVPD def2/J DEFGRID3
* xyz 1 1
C 0.417 -0.300 1.352
C 0.110 0.910 0.065
C 0.952 2.061 0.508
N 0.314 -1.493 1.074
N -1.236 -1.567 -1.580
O -0.310 0.894 -1.072
H 0.601 0.293 2.254
H 1.278 2.026 1.645
H 0.483 3.084 0.403
H 1.703 2.041 -0.140
H -0.846 -1.843 -0.686
H 0.687 -2.166 1.754
H -2.226 -1.662 -1.488
H -0.796 -1.827 -2.468
H -1.131 -0.453 -1.622
*
```

Properties
E_HOMO (eV): -13.7
Frontier orbital gap (hartree): 0.3551
LUMO energy (hartree): -0.148


S) C3H9N2O | ωB97M-V with the def2-TZVPD basis set

```
! RIJCOSX wB97M-V def2-TZVPD def2/J DEFGRID3
* xyz 1 1
C 1.149 0.275 0.729
N 0.229 -0.015 -0.344
C -1.084 0.551 -0.092
N -0.034 -1.555 -0.534
C 0.765 0.552 -1.757
O 1.522 1.456 -1.763
H 0.863 -0.354 1.524
H 2.101 0.037 0.335
H 1.090 1.306 0.981
H -1.149 1.505 0.391
H -1.918 0.474 -0.812
H -1.365 -0.155 0.661
H 1.007 -1.922 -0.684
H -0.523 -1.951 0.190
H 0.216 -0.060 -2.581
*
```

Properties
SMILES: C[N+](C)(N)C=O
E_HOMO (eV): -16.2
Frontier orbital gap (hartree): 0.4333
LUMO energy (hartree): -0.162


Which of them is most stable? Easy: Q).


P) C3H9N2O | ωB97M-V with the def2-TZVPD basis set

```
! RIJCOSX wB97M-V def2-TZVPD def2/J DEFGRID3
* xyz 1 1
C 0.816 -0.211 1.159
C 0.725 1.090 -1.123
C 0.897 -1.241 -1.135
N -0.376 -0.155 0.702
N 0.539 -0.085 -0.381
O -2.155 0.510 2.290
H -1.676 0.405 3.072
H 1.747 1.051 -1.649
H 0.022 1.344 -1.851
H 0.978 1.844 -0.419
H 0.450 -1.369 -2.079
H 1.862 -1.084 -1.413
H 0.558 -2.168 -0.643
H -1.316 -0.051 1.131
H -3.071 0.120 2.340
*
```

Properties
E_HOMO (eV): -15.7
Frontier orbital gap (hartree): 0.4334
LUMO energy (hartree): -0.143


Q) C3H9N2O | ωB97M-V with the def2-TZVPD basis set

```
! RIJCOSX wB97M-V def2-TZVPD def2/J DEFGRID3
* xyz 1 1
C 2.398 -0.349 -0.165
N 1.424 0.702 0.184
O 0.217 0.106 0.814
C -0.802 -0.130 -0.216
C -2.028 -0.763 0.087
N -2.022 0.759 -0.009
H 1.794 -1.143 -0.609
H 3.013 0.056 -0.933
H 2.945 -0.784 0.754
H 1.653 1.497 0.778
H -0.357 -0.130 -1.183
H -2.546 -1.202 -0.890
H -2.202 -1.289 1.074
H -2.391 1.256 -0.937
H -2.043 1.435 0.850
*
```

Properties
SMILES: CNO[C@H]1C[NH2+]1
E_HOMO (eV): -13.4
Frontier orbital gap (hartree): 0.3545
LUMO energy (hartree): -0.136


Which of them is most stable? Easy: Q).


P) C3H9N2O | ωB97M-V with the def2-TZVPD basis set

```
! RIJCOSX wB97M-V def2-TZVPD def2/J DEFGRID3
* xyz 1 1
C 1.965 -0.971 -0.613
C -2.381 0.103 -1.164
C 1.309 0.133 -0.024
N -1.388 -0.519 0.772
N -2.507 -0.327 0.243
O -3.573 -0.418 0.843
H 1.453 -1.930 -0.418
H 2.180 -0.982 -1.634
H 2.974 -0.895 -0.023
H -1.419 0.482 -1.441
H -3.168 0.913 -1.132
H -2.471 -0.842 -1.774
H 0.875 0.774 -0.755
H 1.178 0.271 1.056
H -1.479 -0.587 1.806
*
```

Properties
E_HOMO (eV): -14.1
Frontier orbital gap (hartree): 0.2481
LUMO energy (hartree): -0.272


Q) C3H9N2O | ωB97M-V with the def2-TZVPD basis set

```
! RIJCOSX wB97M-V def2-TZVPD def2/J DEFGRID3
* xyz 1 1
C -1.680 -0.954 1.720
C 1.818 0.684 0.183
C 0.703 0.374 -0.761
N 0.917 0.567 -2.058
N -0.400 -0.115 -0.256
O -2.807 -0.472 1.411
H -1.323 -1.916 1.376
H 1.432 0.795 1.191
H 2.337 1.593 -0.108
H 2.537 -0.135 0.180
H 0.224 0.356 -2.759
H 1.812 0.895 -2.378
H -3.340 -0.963 0.751
H -1.106 -0.389 2.446
H -1.124 -0.318 -0.940
*
```

Properties
E_HOMO (eV): -13.5
Frontier orbital gap (hartree): 0.3081
LUMO energy (hartree): -0.188


R) C3H9N2O | ωB97M-V with the def2-TZVPD basis set

```
! RIJCOSX wB97M-V def2-TZVPD def2/J DEFGRID3
* xyz 1 1
C 0.122 1.342 1.698
C 0.344 -0.010 1.059
O 0.554 -0.988 1.638
C 0.273 -0.040 -0.459
N -1.074 0.034 -0.822
N 1.043 -1.239 -0.915
H 1.178 1.688 1.833
H -0.246 1.243 2.716
H -0.551 1.992 1.203
H 0.876 0.825 -0.728
H -1.681 -0.416 -0.125
H -1.357 -0.389 -1.706
H 0.441 -2.055 -1.045
H 1.624 -1.018 -1.780
H 1.743 -1.549 -0.222
*
```

Properties
SMILES: CC(=O)[C@H](N)[NH3+]
E_HOMO (eV): -14.6
Frontier orbital gap (hartree): 0.3957
LUMO energy (hartree): -0.140


Which of them is most stable? Easy: R).


P) C4H12O | ωB97M-V with the def2-TZVPD basis set

```
! RIJCOSX wB97M-V def2-TZVPD def2/J DEFGRID3
* xyz 0 1
C 0.337 1.571 -0.662
C 0.923 0.192 -0.986
C 1.429 -0.625 0.313
C 2.064 0.236 -2.061
H 1.113 2.243 -0.216
H -0.465 1.701 0.150
H -0.130 2.080 -1.502
H 0.024 -0.363 -1.198
H 2.260 -0.018 0.757
H 0.572 -0.742 0.966
H 1.842 -1.630 0.204
H 2.899 0.829 -1.610
H 1.804 0.863 -3.040
H 2.333 -0.768 -2.316
O -5.772 -1.908 4.074
H -5.198 -1.198 3.790
H -6.034 -2.462 3.338
*
```

Properties
SMILES: CC(C)C.O
E_HOMO (eV): -10.8
Frontier orbital gap (hartree): 0.4301
LUMO energy (hartree): 0.035


Q) C4H12O | ωB97M-V with the def2-TZVPD basis set

```
! RIJCOSX wB97M-V def2-TZVPD def2/J DEFGRID3
* xyz 0 1
C -1.310 -0.501 -1.096
C -0.669 0.851 -0.565
C -0.039 0.905 0.894
C -1.291 1.102 1.821
H -1.486 -1.065 -0.183
H -0.608 -1.200 -1.673
H -2.360 -0.297 -1.475
H -1.332 1.720 -0.517
H 0.128 1.073 -1.358
H 0.683 1.580 0.632
H 0.467 -0.073 1.156
H -2.108 1.458 1.270
H -1.354 2.029 2.444
H -1.588 0.116 2.301
O 2.869 -1.965 -0.993
H 2.786 -1.306 -0.390
H 3.676 -2.457 -0.593
*
```

Properties
SMILES: CCCC.O
E_HOMO (eV): -10.6
Frontier orbital gap (hartree): 0.4176
LUMO energy (hartree): 0.029


Which of them is most stable? Easy: P).


P) CH5N3 | ωB97M-V with the def2-TZVPD basis set

```
! RIJCOSX wB97M-V def2-TZVPD def2/J DEFGRID3
* xyz 0 1
N 0.226 0.341 -1.477
C -0.022 0.048 -0.242
N -1.288 -0.310 0.161
N 0.936 0.003 0.755
H 1.111 -0.080 -1.749
H -1.933 -0.280 -0.611
H -1.620 0.094 1.024
H 0.709 0.140 1.718
H 1.880 0.045 0.421
*
```

Properties
SMILES: N=C(N)N
E_HOMO (eV): -8.6
Frontier orbital gap (hartree): 0.3472
LUMO energy (hartree): 0.032


Q) CH5N3 | ωB97M-V with the def2-TZVPD basis set

```
! RIJCOSX wB97M-V def2-TZVPD def2/J DEFGRID3
* xyz 0 1
H -1.097 1.719 1.079
N -0.171 1.887 0.721
C 0.171 0.860 0.073
N -0.520 -0.333 -0.131
N 0.206 -1.430 -0.520
H 1.142 0.862 -0.385
H -1.234 -0.605 0.561
H 1.053 -1.521 0.107
H 0.450 -1.440 -1.504
*
```

Properties
SMILES: [H]/N=C\NN
E_HOMO (eV): -9.5
Frontier orbital gap (hartree): 0.3872
LUMO energy (hartree): 0.040


Which of them is most stable? Easy: P).